Record 1
C39H32BrCl6InN2O12Te | the ωB97M-V functional and the def2-TZVPD basis

Calculated values
- energy relative to the best compared isomer or geometry (same formula, charge and spin) (eV) = 1.598
- E_HOMO (Eh) = -0.125
- orbital gap (eV) = 7.2
- E_LUMO (eV) = 3.76
- M (g/mol) = 1255.727
- electronic energy (hartree) = -8310.81442

```
! RIJCOSX wB97M-V def2-TZVPD def2/J DEFGRID3
* xyz -2 1
In -0.1485 0.3503 -0.3394
C -3.1880 -1.3901 7.2761
C -3.5938 -0.4157 6.1693
C -3.5602 1.0043 6.7517
C -5.0292 -0.7460 5.7362
C -2.6697 -0.5051 4.9579
C -2.8038 0.3921 3.9068
C -1.9735 0.2977 2.8136
Br -2.1835 1.6045 1.4683
C -0.9721 -0.6819 2.6269
O -0.2108 -0.7096 1.5604
C -0.8370 -1.5949 3.7085
C -1.6768 -1.4623 4.8160
C 0.2490 -2.6814 3.8247
C 0.9618 -2.9857 2.5101
C 1.3001 -2.2003 4.8368
C -0.3493 -4.0159 4.3065
H -3.8502 -1.2626 8.1362
H -2.1629 -1.2117 7.6071
H -3.2655 -2.4276 6.9450
H -4.1797 1.0618 7.6518
H -3.9368 1.7387 6.0389
H -2.5393 1.2873 7.0142
H -5.7161 -0.6769 6.5857
H -5.0814 -1.7569 5.3277
H -5.3709 -0.0573 4.9621
H -3.5453 1.1808 3.9263
H -1.5216 -2.1537 5.6300
H 1.4481 -2.1015 2.1106
H 0.2554 -3.3546 1.7621
H 1.7196 -3.7565 2.6770
H 1.7316 -1.2514 4.5124
H 2.1108 -2.9293 4.9223
H 0.8600 -2.0494 5.8255
H -1.1503 -4.3373 3.6375
H -0.7477 -3.9726 5.3204
H 0.4315 -4.7807 4.2969
Cl 2.1114 1.1095 -2.3750
C 0.7670 2.1572 -2.6433
C -0.4255 1.8882 -1.9743
C -1.4583 2.7901 -2.2130
Cl -3.0207 2.5805 -1.4972
C -1.3066 3.8994 -3.0522
Cl -2.6146 4.9992 -3.3191
C -0.0959 4.1299 -3.6901
Cl 0.1067 5.4975 -4.7247
C 0.9543 3.2456 -3.4870
Cl 2.4686 3.5124 -4.2705
O 2.4115 3.5662 0.7855
C 1.9496 2.4523 0.9920
O 0.8157 2.0335 0.5459
C 2.6917 1.5210 1.9182
C 3.0193 1.9596 3.1635
C 3.7036 1.1077 4.0510
C 4.0991 -0.1456 3.6522
C 3.8064 -0.5840 2.3703
C 3.0337 0.2033 1.4379
O 2.6689 -0.1533 0.2908
N 4.3400 -1.8857 2.0243
O 4.7170 -2.6217 2.9304
O 4.4169 -2.2022 0.8496
N 4.0336 1.5598 5.3800
O 4.6674 0.8143 6.1174
O 3.6706 2.6777 5.7182
H 2.7597 2.9624 3.4701
H 4.6470 -0.7888 4.3219
O -3.9560 -1.9592 -1.9892
Cl -2.6292 -1.6246 -1.5623
O -2.6286 -0.2772 -1.0019
O -2.1792 -2.5445 -0.5463
O -1.7189 -1.6509 -2.6869
Te 1.2391 -2.2851 -0.7255
C 0.6029 -4.1208 -1.6776
C 1.6120 -5.0799 -1.5543
C 1.4629 -6.3513 -2.0870
C 0.2889 -6.6912 -2.7453
C -0.7205 -5.7491 -2.8608
C -0.5694 -4.4708 -2.3313
C 2.4983 -1.9757 -2.3995
C 1.9690 -2.1040 -3.6797
C 2.7788 -1.8980 -4.7852
C 4.1165 -1.5610 -4.6178
C 4.6385 -1.4301 -3.3400
C 3.8323 -1.6359 -2.2258
H 2.5316 -4.8303 -1.0347
H 2.2625 -7.0749 -1.9804
H 0.1624 -7.6839 -3.1614
H -1.6441 -5.9997 -3.3692
H -1.3686 -3.7619 -2.4459
H 0.9197 -2.3414 -3.8128
H 2.3582 -1.9862 -5.7796
H 4.7464 -1.3918 -5.4829
H 5.6771 -1.1546 -3.2014
H 4.2258 -1.5081 -1.2273
*
```

=====

Record 2
C52H47N4O3P2Ti | the ωB97M-V functional and the def2-TZVPD basis

Calculated values
- energy relative to the best compared isomer or geometry (same formula, charge and spin) (eV) = 2.652
- E_HOMO (Eh) = -0.530
- orbital gap (eV) = 4.6
- E_LUMO (eV) = -9.85
- M (g/mol) = 885.788
- electronic energy (hartree) = -3985.80574

```
! RIJCOSX wB97M-V def2-TZVPD def2/J DEFGRID3
* xyz 3 1
Ti 0.5705 -0.2033 0.4083
C 4.9866 -1.5315 3.1196
C 3.7049 -2.0456 3.2670
C 2.6150 -1.2928 2.8527
C 2.8268 -0.0417 2.2933
C 4.0999 0.4986 2.1635
C 5.1778 -0.2639 2.5751
N 1.6226 0.7269 1.9596
N 1.8617 1.9456 1.8331
C 0.8629 2.9190 1.8942
C 1.2684 4.2150 1.6109
C 0.3441 5.2319 1.8401
C -0.8806 4.8931 2.3820
C -1.1762 3.5446 2.6430
N -0.3277 2.5720 2.3803
H 5.8377 -2.1066 3.4530
H 3.5503 -3.0109 3.7262
H 1.6075 -1.6724 2.9970
H 4.2430 1.4929 1.7615
H 6.1757 0.1414 2.4918
H 2.2686 4.4086 1.2539
H 0.5970 6.2620 1.6365
H -1.6098 5.6520 2.6258
H -2.1308 3.2669 3.0732
C -3.2332 -0.5536 0.2893
N -3.2866 -0.3436 -1.1189
C -2.5061 -1.2029 -1.9598
P -0.8597 -1.6491 -1.2555
C 0.2507 -1.8418 -2.6616
C 0.9655 -3.0143 -2.8928
C 1.8377 -3.0939 -3.9717
C 1.9988 -2.0063 -4.8157
C 1.2882 -0.8319 -4.5875
C 0.4190 -0.7483 -3.5152
C -1.1229 -3.2344 -0.4388
C -1.0823 -3.3357 0.9503
C -1.4040 -4.5254 1.5828
C -1.7649 -5.6325 0.8230
C -1.8226 -5.5395 -0.5607
C -1.5139 -4.3439 -1.1916
C -4.2570 0.5263 -1.7015
C -5.5466 0.5806 -1.1856
C -6.4761 1.4542 -1.7319
C -6.1378 2.2545 -2.8124
C -4.8592 2.1744 -3.3449
C -3.9170 1.3230 -2.7876
P -1.8881 0.4724 1.0679
C -2.2115 2.0733 0.3007
C -1.2753 2.5893 -0.5891
C -1.5056 3.7864 -1.2512
C -2.6835 4.4816 -1.0236
C -3.6292 3.9742 -0.1434
C -3.3990 2.7761 0.5127
C -2.2538 0.3104 2.8288
C -3.5183 0.6223 3.3381
C -3.8066 0.4003 4.6770
C -2.8504 -0.1541 5.5136
C -1.5982 -0.4849 5.0135
C -1.3048 -0.2470 3.6819
H -3.1335 -1.6031 0.5847
H -4.1390 -0.1892 0.7815
H -2.3325 -0.7440 -2.9358
H -2.9821 -2.1819 -2.1411
H 0.8311 -3.8739 -2.2495
H 2.3720 -4.0144 -4.1646
H 2.6637 -2.0778 -5.6652
H 1.4043 0.0102 -5.2542
H -0.1294 0.1736 -3.3481
H -0.8205 -2.4774 1.5772
H -1.3827 -4.5886 2.6616
H -2.0140 -6.5631 1.3122
H -2.1197 -6.3946 -1.1504
H -1.5898 -4.2856 -2.2711
H -5.8467 -0.0757 -0.3794
H -7.4784 1.4830 -1.3277
H -6.8703 2.9176 -3.2485
H -4.5869 2.7831 -4.1951
H -2.9157 1.3023 -3.1971
H -0.3273 2.0794 -0.7864
H -0.7694 4.1726 -1.9414
H -2.8710 5.4128 -1.5390
H -4.5556 4.5036 0.0232
H -4.1639 2.4021 1.1737
H -4.2954 1.0274 2.7084
H -4.7846 0.6529 5.0620
H -3.0839 -0.3303 6.5540
H -0.8515 -0.9139 5.6653
H -0.2998 -0.4691 3.3245
C 7.1918 1.8089 -2.5143
O 5.7922 1.9661 -2.1711
C 5.0854 0.9387 -1.7772
C 5.5824 -0.3790 -1.6439
C 4.7393 -1.3588 -1.1998
C 3.3862 -1.1014 -0.8495
C 2.6164 -2.1129 -0.2712
C 2.9848 -3.5525 -0.2282
O 1.4623 -1.8359 0.2774
C 2.9104 0.2315 -1.0709
O 1.5751 0.5045 -0.8781
C 3.7235 1.2311 -1.5001
H 7.5296 2.8096 -2.7600
H 7.2820 1.1509 -3.3764
H 7.7347 1.4252 -1.6527
H 6.6066 -0.6126 -1.8830
H 5.1290 -2.3594 -1.0762
H 3.1956 -3.9134 -1.2344
H 2.1742 -4.1271 0.2110
H 3.8836 -3.6939 0.3758
H 3.3451 2.2247 -1.6913
*
```